w) A 8-piece molecular cluster, H16O8 overall, computed with ωB97M-V/def2-TZVPD.

Each line ends with the natural charge from an NBO analysis.
Cartesian coordinates (Å):
1 O -25.797 -14.129 -4.130  -0.959
2 H -25.016 -13.642 -4.174  0.479
3 H -26.387 -13.727 -3.480  0.483
4 O -25.350 -19.054 -6.894  -0.957
5 H -25.451 -19.691 -6.169  0.486
6 H -24.536 -19.347 -7.277  0.477
7 O -27.001 -17.325 -2.605  -0.931
8 H -26.401 -17.461 -3.328  0.471
9 H -26.556 -17.881 -1.998  0.460
10 O -27.078 -13.491 -7.797  -0.930
11 H -27.921 -13.654 -7.384  0.458
12 H -26.499 -13.959 -7.201  0.473
13 O -24.384 -17.470 -4.314  -0.954
14 H -24.115 -16.626 -4.038  0.479
15 H -23.554 -17.593 -4.840  0.475
16 O -23.276 -15.575 -6.623  -1.002
17 H -22.521 -16.162 -6.706  0.470
18 H -24.192 -15.938 -6.766  0.516
19 O -26.069 -16.254 -6.332  -0.969
20 H -26.006 -17.149 -6.066  0.488
21 H -26.431 -15.825 -5.545  0.493
22 O -25.022 -17.280 -9.043  -0.936
23 H -25.218 -17.556 -8.167  0.473
24 H -25.230 -18.033 -9.586  0.460

Computed properties:
Frontier orbital gap: 10.7 eV
Highest occupied orbital energy: -10.773 eV
Structure (SMILES): O.O.O.O.O.O.O.O



x) A 8-piece molecular cluster, H16O8 overall, computed with ωB97M-V/def2-TZVPD.

Each line ends with the natural charge from an NBO analysis.
Cartesian coordinates (Å):
1 O -3.313 2.808 0.111  -0.940
2 H -4.000 2.411 -0.425  0.466
3 H -2.544 2.257 -0.038  0.474
4 O -0.364 -0.206 -0.128  -0.947
5 H 0.532 0.119 -0.219  0.474
6 H -0.289 -0.956 0.463  0.474
7 O -4.914 -0.839 4.599  -0.934
8 H -4.050 -0.660 4.228  0.468
9 H -4.732 -1.207 5.464  0.465
10 O -0.668 -3.879 -3.514  -0.936
11 H -1.296 -3.163 -3.419  0.469
12 H -0.067 -3.582 -4.197  0.468
13 O -0.042 -4.400 3.467  -0.937
14 H -0.081 -4.401 4.423  0.467
15 H -0.405 -5.248 3.210  0.470
16 O -0.032 2.106 -5.236  -0.935
17 H -0.006 2.749 -4.527  0.469
18 H -0.964 1.961 -5.394  0.466
19 O 4.131 0.606 1.032  -0.942
20 H 4.240 0.715 1.977  0.471
21 H 4.864 0.050 0.769  0.472
22 O 4.715 4.359 -1.255  -0.937
23 H 4.492 3.492 -0.916  0.471
24 H 4.796 4.908 -0.475  0.466

Computed properties:
Frontier orbital gap: 11.7 eV
Highest occupied orbital energy: -11.375 eV
Structure (SMILES): O.O.O.O.O.O.O.O



y) A 8-piece molecular cluster, H16O8 overall, computed with ωB97M-V/def2-TZVPD.

Each line ends with the natural charge from an NBO analysis.
Cartesian coordinates (Å):
1 O -0.124 0.032 0.387  -0.944
2 H 0.181 -0.080 1.346  0.474
3 H -0.525 0.916 0.424  0.451
4 O -0.010 -4.027 -1.182  -0.938
5 H 0.708 -4.009 -1.729  0.461
6 H -0.823 -3.855 -1.672  0.477
7 O 0.029 -0.707 -2.114  -0.933
8 H -0.463 -1.078 -2.889  0.456
9 H 0.789 -1.170 -1.921  0.474
10 O -2.947 2.325 0.121  -0.923
11 H -3.038 3.050 -0.555  0.467
12 H -2.182 2.512 0.590  0.456
13 O 1.435 1.990 -0.982  -0.943
14 H 2.110 2.734 -1.019  0.465
15 H 1.241 1.649 -0.102  0.470
16 O -2.673 0.319 2.397  -0.927
17 H -1.926 0.539 2.995  0.462
18 H -3.462 0.508 2.829  0.467
19 O 1.524 0.092 2.201  -0.942
20 H 2.202 -0.314 2.715  0.485
21 H 1.768 1.063 2.327  0.484
22 O 2.508 -0.212 -1.098  -0.925
23 H 3.385 -0.422 -0.920  0.449
24 H 2.093 -0.529 -0.261  0.477

Computed properties:
Frontier orbital gap: 9.7 eV
Highest occupied orbital energy: -9.783 eV
Structure (SMILES): O.O.O.O.O.O.O.O



z) A 8-piece molecular cluster, H16O8 overall, computed with ωB97M-V/def2-TZVPD.

Each line ends with the natural charge from an NBO analysis.
Cartesian coordinates (Å):
1 O 0.176 -0.524 -1.005  -0.922
2 H 0.799 -0.203 -0.344  0.454
3 H 0.738 -0.895 -1.696  0.466
4 O 1.859 -1.719 -4.214  -0.922
5 H 2.043 -2.445 -3.608  0.453
6 H 2.688 -1.227 -4.249  0.476
7 O -0.803 -1.954 3.396  -0.941
8 H -1.138 -1.099 3.103  0.474
9 H -1.153 -2.050 4.288  0.466
10 O -2.290 1.141 3.119  -0.930
11 H -2.553 0.464 2.485  0.464
12 H -3.047 1.216 3.710  0.468
13 O 1.447 1.732 3.396  -0.935
14 H 1.879 1.062 3.938  0.467
15 H 1.997 2.515 3.509  0.468
16 O -3.734 1.517 -1.124  -0.929
17 H -4.161 0.659 -1.229  0.465
18 H -4.103 1.863 -0.304  0.464
19 O 3.470 1.386 0.327  -0.926
20 H 2.664 0.959 0.015  0.461
21 H 4.138 1.125 -0.317  0.464
22 O -0.139 -1.349 -4.073  -0.911
23 H 0.313 -2.056 -3.598  0.453
24 H -1.005 -1.720 -4.276  0.452

Computed properties:
Frontier orbital gap: 10.7 eV
Highest occupied orbital energy: -10.452 eV
Structure (SMILES): O.O.O.O.O.O.O.O



w) has the most favorable energy; the next structure is 4.6 kcal/mol above.



w) A 8-piece molecular cluster, H16O8 overall, computed with ωB97M-V/def2-TZVPD.

Each line ends with the natural charge from an NBO analysis.
Cartesian coordinates (Å):
1 O -0.917 1.871 15.502  -1.011
2 H 0.036 2.048 15.445  0.495
3 H -1.389 2.263 14.772  0.498
4 O 0.073 0.719 12.941  -0.946
5 H 0.664 1.112 13.573  0.492
6 H 0.103 -0.209 13.142  0.469
7 O 1.394 1.407 18.234  -0.954
8 H 1.166 0.654 17.663  0.472
9 H 1.333 1.125 19.146  0.483
10 O -1.831 0.987 18.092  -0.986
11 H -1.589 1.351 17.221  0.507
12 H -2.745 1.023 18.266  0.463
13 O -2.438 -0.256 13.580  -0.959
14 H -2.818 0.443 14.085  0.456
15 H -1.565 0.133 13.403  0.479
16 O -1.829 5.304 15.606  -0.948
17 H -2.273 4.590 16.073  0.483
18 H -2.289 5.485 14.747  0.466
19 O 1.752 1.998 14.896  -0.960
20 H 2.263 1.608 15.644  0.494
21 H 2.451 2.658 14.727  0.493
22 O -2.605 2.632 13.425  -0.960
23 H -2.278 3.423 13.045  0.484
24 H -3.535 2.527 13.285  0.491

Computed properties:
Frontier orbital gap: 10.6 eV
Highest occupied orbital energy: -10.445 eV
Structure (SMILES): O.O.O.O.O.O.O.O



x) A 8-piece molecular cluster, H16O8 overall, computed with ωB97M-V/def2-TZVPD.

Each line ends with the natural charge from an NBO analysis.
Cartesian coordinates (Å):
1 O 3.206 2.638 1.093  -0.936
2 H 3.847 3.037 0.496  0.468
3 H 2.759 1.981 0.551  0.468
4 O -0.837 2.244 0.136  -0.969
5 H -0.477 3.066 -0.216  0.491
6 H -1.788 2.385 0.206  0.496
7 O -2.375 -0.019 -1.367  -0.969
8 H -1.829 0.774 -1.429  0.491
9 H -3.010 0.050 -2.088  0.487
10 O 0.613 -0.172 0.373  -0.967
11 H 0.020 -0.802 -0.053  0.476
12 H 0.241 0.702 0.158  0.490
13 O -3.098 -2.056 0.491  -0.968
14 H -2.858 -1.371 -0.153  0.490
15 H -2.688 -2.867 0.177  0.474
16 O 2.408 -3.375 0.568  -0.933
17 H 1.843 -2.662 0.257  0.469
18 H 2.588 -3.913 -0.208  0.465
19 O 2.600 0.308 -1.725  -0.950
20 H 1.878 0.433 -1.087  0.476
21 H 2.258 0.625 -2.566  0.461
22 O -1.837 -0.255 2.509  -0.961
23 H -2.368 -0.793 1.905  0.484
24 H -1.095 0.041 1.972  0.466

Computed properties:
Frontier orbital gap: 10.2 eV
Highest occupied orbital energy: -10.661 eV
Structure (SMILES): O.O.O.O.O.O.O.O



x) has the most favorable energy; the next structure is 8.7 kcal/mol above.



w) A 8-piece molecular cluster, H16O8 overall, computed with ωB97M-V/def2-TZVPD.

Each line ends with the natural charge from an NBO analysis.
Cartesian coordinates (Å):
1 O 2.009 1.028 -5.640  -0.937
2 H 2.245 1.003 -4.712  0.470
3 H 2.647 1.622 -6.034  0.468
4 O 1.060 -2.891 0.704  -0.943
5 H 0.349 -3.275 1.218  0.469
6 H 0.654 -2.153 0.248  0.474
7 O -3.808 -2.760 2.238  -0.935
8 H -4.735 -2.526 2.196  0.468
9 H -3.722 -3.257 3.052  0.468
10 O -1.147 3.390 4.225  -0.936
11 H -1.734 4.142 4.140  0.467
12 H -1.372 3.005 5.072  0.469
13 O 5.029 0.770 -2.438  -0.938
14 H 5.655 0.050 -2.519  0.470
15 H 4.246 0.367 -2.063  0.468
16 O -4.519 -1.032 -2.268  -0.937
17 H -5.147 -1.741 -2.127  0.468
18 H -4.825 -0.596 -3.064  0.469
19 O 3.609 0.624 3.141  -0.936
20 H 4.161 0.188 2.491  0.467
21 H 2.812 0.855 2.664  0.469
22 O -0.828 0.938 -0.347  -0.946
23 H -0.915 1.612 0.328  0.471
24 H -1.724 0.639 -0.504  0.475

Computed properties:
Frontier orbital gap: 11.6 eV
Highest occupied orbital energy: -11.271 eV
Structure (SMILES): O.O.O.O.O.O.O.O



x) A 8-piece molecular cluster, H16O8 overall, computed with ωB97M-V/def2-TZVPD.

Each line ends with the natural charge from an NBO analysis.
Cartesian coordinates (Å):
1 O 0.315 0.049 -0.888  -0.856
2 H -0.628 -0.076 -0.935  0.443
3 H 0.509 0.407 0.028  0.430
4 O 2.837 2.657 0.048  -0.934
5 H 2.526 2.591 0.899  0.461
6 H 3.289 3.506 -0.031  0.475
7 O 1.784 -1.336 -0.030  -0.868
8 H 2.093 -2.087 0.542  0.443
9 H 1.683 -0.779 0.709  0.421
10 O -4.579 -1.162 0.591  -0.941
11 H -5.137 -1.965 0.532  0.473
12 H -4.939 -0.758 1.377  0.469
13 O -0.367 1.949 -0.901  -0.901
14 H -0.287 2.788 -0.450  0.448
15 H -0.873 1.405 -0.231  0.439
16 O -3.615 0.455 -1.908  -0.937
17 H -3.708 -0.258 -2.521  0.466
18 H -3.211 0.012 -1.080  0.471
19 O 1.153 -3.306 3.046  -0.910
20 H 1.523 -2.971 3.788  0.453
21 H 0.825 -2.468 2.680  0.457
22 O 2.741 0.119 -1.729  -0.949
23 H 2.325 0.994 -1.562  0.489
24 H 3.740 0.234 -1.974  0.459

Computed properties:
Frontier orbital gap: 8.7 eV
Highest occupied orbital energy: -8.692 eV
Structure (SMILES): O.O.O.O.O.O.O.O



y) A 8-piece molecular cluster, H16O8 overall, computed with ωB97M-V/def2-TZVPD.

Each line ends with the natural charge from an NBO analysis.
Cartesian coordinates (Å):
1 O -0.196 -0.373 -0.325  -0.944
2 H -1.112 -0.409 -0.027  0.481
3 H 0.169 0.395 0.130  0.465
4 O 2.739 -0.109 -1.601  -0.948
5 H 3.539 -0.279 -1.090  0.476
6 H 3.065 0.237 -2.439  0.472
7 O -1.190 -4.082 2.021  -0.937
8 H -0.434 -4.241 1.444  0.470
9 H -0.792 -3.853 2.869  0.467
10 O -0.935 -0.301 -2.682  -0.938
11 H -0.373 -1.006 -2.339  0.475
12 H -0.325 0.428 -2.841  0.462
13 O 1.685 0.993 4.212  -0.930
14 H 1.830 1.943 4.284  0.467
15 H 0.751 0.882 4.423  0.464
16 O -3.079 2.765 -2.618  -0.937
17 H -3.795 3.017 -2.023  0.458
18 H -2.358 2.522 -2.027  0.479
19 O 2.391 -0.746 0.589  -0.945
20 H 1.999 -1.047 -0.238  0.496
21 H 3.218 -1.236 0.649  0.449
22 O -1.645 1.734 0.129  -0.941
23 H -1.166 1.379 0.886  0.466
24 H -2.374 2.226 0.524  0.473

Computed properties:
Frontier orbital gap: 10.0 eV
Highest occupied orbital energy: -9.922 eV
Structure (SMILES): O.O.O.O.O.O.O.O



z) A 8-piece molecular cluster, H16O8 overall, computed with ωB97M-V/def2-TZVPD.

Each line ends with the natural charge from an NBO analysis.
Cartesian coordinates (Å):
1 O 4.173 -37.724 35.722  -0.790
2 H 3.285 -37.259 35.695  0.591
3 H 5.001 -37.098 35.657  0.578
4 H 4.078 -38.231 34.888  0.553
5 O 1.937 -36.297 35.443  -1.236
6 H 1.068 -36.105 35.339  0.467
7 O -0.216 -34.272 34.858  -0.927
8 H 0.658 -34.600 35.109  0.464
9 H -0.253 -33.937 34.068  0.461
10 O -1.428 -37.283 37.394  -0.951
11 H -0.545 -37.345 37.623  0.485
12 H -1.471 -36.740 36.651  0.457
13 O 1.283 -37.284 37.793  -1.043
14 H 2.104 -37.272 38.403  0.471
15 H 1.590 -36.910 36.805  0.492
16 O 3.048 -34.240 36.676  -1.023
17 H 2.521 -34.996 36.278  0.497
18 H 3.073 -33.388 36.093  0.478
19 O 2.940 -35.407 32.966  -0.957
20 H 2.840 -35.610 33.913  0.490
21 H 3.647 -35.839 32.650  0.448
22 O 0.489 -37.205 33.213  -0.962
23 H 0.545 -36.469 32.604  0.488
24 H 0.913 -37.171 33.984  0.468

Computed properties:
Frontier orbital gap: 8.3 eV
Highest occupied orbital energy: -10.103 eV



w) has the most favorable energy; the next structure is 19.1 kcal/mol above.



w) One molecule with the formula C5H5NO2, computed with ωB97M-V/def2-TZVPD.

Each line ends with the natural charge from an NBO analysis.
Cartesian coordinates (Å):
1 O -1.561 -1.775 -0.251  -0.484
2 C -1.079 -0.669 0.082  0.508
3 C -1.969 0.620 0.322  -0.352
4 C -1.140 1.592 -0.171  -0.003
5 N 0.321 1.213 -0.038  -0.437
6 C 0.388 -0.105 -0.089  0.155
7 C 1.667 -0.799 0.192  -0.147
8 O 2.743 0.163 -0.068  -0.703
9 H -2.933 -0.060 0.553  0.303
10 H -1.295 2.692 -0.271  0.233
11 H 1.841 -1.304 1.287  0.233
12 H 1.467 -1.619 -0.639  0.205
13 H 2.014 0.858 -0.129  0.488

Computed properties:
Frontier orbital gap: 8.7 eV
Highest occupied orbital energy: -10.221 eV
Structure (SMILES): O=C1C=CN=C1CO



x) One molecule with the formula C5H5NO2, computed with ωB97M-V/def2-TZVPD.

Each line ends with the natural charge from an NBO analysis.
Cartesian coordinates (Å):
1 N 2.520 -0.903 -0.765  -0.296
2 C 1.514 -0.786 -0.346  0.262
3 C 0.359 -0.669 0.686  -0.405
4 C -0.008 0.735 0.655  -0.437
5 C -0.695 1.051 -0.697  -0.085
6 O -1.437 -0.249 -0.766  -0.516
7 C -0.858 -1.275 -0.047  0.796
8 O -1.229 -2.366 -0.182  -0.507
9 H 0.670 -1.256 1.541  0.288
10 H -0.689 1.138 1.445  0.242
11 H 1.039 1.356 0.817  0.228
12 H -1.310 2.080 -0.834  0.234
13 H 0.125 1.145 -1.509  0.198

Computed properties:
Frontier orbital gap: 11.5 eV
Highest occupied orbital energy: -10.949 eV
Structure (SMILES): N#C[C@H]1CCOC1=O



y) C5H5NO2 as an isolated structure, computed with ωB97M-V/def2-TZVPD.

Each line ends with the natural charge from an NBO analysis.
Cartesian coordinates (Å):
1 C -1.150 -0.518 0.103  0.399
2 C 0.072 1.401 -0.208  -0.114
3 C 0.818 0.371 -0.145  -0.098
4 C 2.109 -0.378 -0.052  -0.070
5 C 0.151 -0.922 -0.093  0.143
6 H -3.201 -1.125 0.083  0.487
7 H -1.997 1.430 -0.220  0.369
8 H 0.194 2.311 0.073  0.192
9 H 2.476 -0.081 0.954  0.213
10 H 2.750 -0.250 -0.903  0.217
11 N -1.172 0.895 0.391  -0.549
12 O -2.328 -1.385 -0.180  -0.711
13 O 1.278 -1.748 0.196  -0.478

Computed properties:
Frontier orbital gap: 8.8 eV
Highest occupied orbital energy: -8.063 eV



x) has the most favorable energy; the next structure is 61.9 kcal/mol above.



w) An isolated ion of composition C7H10 and charge +1, computed with ωB97M-V/def2-TZVPD.

Each line ends with the natural charge from an NBO analysis.
Cartesian coordinates (Å):
1 C 0.586 -1.668 -1.144  -0.680
2 C 0.203 -0.241 -1.017  0.160
3 C -0.232 0.515 -2.107  -0.088
4 C 0.831 1.585 0.502  -0.130
5 C 0.213 0.392 0.288  -0.082
6 C -0.276 -0.363 1.481  -0.256
7 C -1.304 0.116 2.160  -0.318
8 H -0.221 -2.274 -1.565  0.272
9 H 0.827 -2.128 -0.189  0.251
10 H 1.440 -1.760 -1.815  0.281
11 H -0.895 1.342 -1.913  0.228
12 H 0.120 0.270 -3.102  0.229
13 H 0.585 2.163 1.383  0.228
14 H 1.614 2.041 -0.092  0.226
15 H 0.157 -1.288 1.830  0.247
16 H -1.532 -0.137 3.182  0.234
17 H -1.816 1.032 1.878  0.199

Computed properties:
Spin multiplicity: 2
Frontier orbital gap (alpha / beta): 8.9 / 5.8 eV
Highest occupied orbital energy (alpha / beta): -14.139 / -13.924 eV
Charge: +1
<S²>: 0.792



x) An isolated ion of composition C7H10 and charge +1, computed with ωB97M-V/def2-TZVPD.

Each line ends with the natural charge from an NBO analysis.
Cartesian coordinates (Å):
1 C 0.152 1.264 -1.853  0.103
2 C 0.890 0.578 -2.802  -0.145
3 C -1.463 -0.605 -1.128  -0.225
4 C -0.450 0.327 -0.835  -0.136
5 C 0.065 0.274 0.518  -0.312
6 C -0.180 -0.627 1.509  -0.049
7 C 0.375 -0.634 2.940  -0.663
8 H 0.206 2.355 -1.735  0.283
9 H 1.780 0.115 -2.349  0.272
10 H 1.056 1.112 -3.810  0.252
11 H -1.846 -0.869 -2.168  0.235
12 H -2.040 -0.917 -0.274  0.235
13 H 0.606 1.162 0.951  0.219
14 H -0.589 -1.582 1.088  0.195
15 H 1.294 -1.271 3.092  0.256
16 H -0.512 -1.062 3.613  0.251
17 H 0.656 0.379 3.245  0.229

Computed properties:
Spin multiplicity: 2
Frontier orbital gap (alpha / beta): 6.7 / 4.9 eV
Highest occupied orbital energy (alpha / beta): -13.014 / -12.965 eV
Charge: +1
<S²>: 0.756



w) has the most favorable energy; the next structure is 42.1 kcal/mol above.